The following is a DFT calculation (wB97M-V/def2-TZVPD) of a structure of composition C24H28Cl5CrN2O8S.

Each line ends with the natural charge from an NBO analysis.
Atoms and positions in Å:
Cr 0.46037 0.27687 -0.12735  1.387
C -2.56465 2.49213 3.42426  -0.419
N -1.45605 1.57087 3.17652  -0.467
C -0.35066 1.73618 4.10912  -0.411
C -1.06909 1.45149 1.82026  0.671
O -0.05946 0.58309 1.65772  -0.764
C -2.27233 1.06900 0.93865  -0.115
O -1.75955 0.31357 -0.17686  -0.546
C -2.34067 0.55935 -1.44634  -0.138
C -1.20639 0.82222 -2.41708  0.721
O -0.08927 0.33437 -2.14961  -0.673
N -1.40175 1.48055 -3.54714  -0.384
C -0.20724 1.83556 -4.31445  -0.409
C -2.63776 2.20008 -3.82872  -0.411
H -2.25197 3.27992 4.11184  0.204
H -3.42471 1.98139 3.86408  0.191
H -2.88496 2.99605 2.51339  0.205
H 0.08450 2.74178 4.05727  0.184
H 0.42319 1.00541 3.89703  0.232
H -0.72147 1.57003 5.12091  0.195
H -2.81131 1.93857 0.57332  0.221
H -2.92266 0.41616 1.52103  0.204
H -3.05658 1.37161 -1.39131  0.229
H -2.85034 -0.35374 -1.78118  0.206
H 0.54068 2.27079 -3.65268  0.235
H -0.49431 2.56028 -5.07122  0.207
H 0.21877 0.95707 -4.79636  0.217
H -3.50372 1.62339 -3.51605  0.205
H -2.71701 2.34283 -4.90420  0.214
H -2.63960 3.16997 -3.32871  0.230
Cl 2.23107 -1.60916 -2.24079  0.018
C 3.16794 -0.81343 -0.98591  -0.064
C 2.53015 -0.00237 -0.05240  -0.333
C 3.37571 0.62237 0.86670  -0.040
Cl 2.73760 1.70098 2.06130  0.065
C 4.76018 0.42942 0.87228  -0.083
Cl 5.76920 1.22253 2.02410  0.055
C 5.34790 -0.41899 -0.06254  -0.079
Cl 7.05048 -0.68310 -0.05893  0.055
C 4.54601 -1.04714 -1.00558  -0.090
Cl 5.26741 -2.10385 -2.16710  0.041
C -0.67971 -8.16553 -0.08460  -0.636
C -0.29035 -6.71787 0.00951  0.064
C 1.03472 -6.34582 0.19028  -0.243
C 1.40607 -5.01309 0.28825  0.087
C 2.86556 -4.67788 0.48079  -0.654
C 0.40310 -4.02829 0.18426  -0.169
C 0.82418 -2.64633 0.28944  0.467
O 0.10184 -1.67603 0.05200  -0.604
C -0.94954 -4.38160 -0.00747  0.085
C -2.05408 -3.36825 -0.12608  -0.634
C -1.26413 -5.72650 -0.08301  -0.238
H 0.18676 -8.81864 -0.00064  0.220
H -1.17306 -8.37237 -1.03548  0.229
H -1.38284 -8.42500 0.70844  0.229
H 1.79798 -7.11204 0.25641  0.212
H 3.45775 -5.59063 0.46651  0.226
H 3.04709 -4.18523 1.43774  0.230
H 3.24322 -4.02374 -0.30629  0.237
H 1.85376 -2.45796 0.60793  0.167
H -2.04647 -2.65354 0.69626  0.239
H -3.01720 -3.87583 -0.14977  0.211
H -1.94273 -2.78023 -1.03861  0.228
H -2.30056 -6.01420 -0.21989  0.210
O 0.36653 4.55511 0.00666  -0.929
S -0.18672 3.24497 -0.04755  2.618
O -0.62094 2.87887 1.42206  -0.802
O 0.84816 2.20193 -0.38276  -0.975
O -1.35137 3.06301 -0.90796  -1.041

- ΔE to the lowest compared entry with this formula, charge and spin (kcal per mole) = 8.5
- molar mass (g mol⁻¹) = 733.82
- frontier orbital gap (spin up / spin down) (eV) = 7.86 / 7.77
- net charge = 0
- spin multiplicity = 4
- F_max (eV/Å) = 0.6
- E_tot (a.u.) = -5386.48035

=====

The following is a DFT calculation (wB97M-V/def2-TZVPD) of a cluster of 9 separate species, C22H42Cl16N in total at a distorted geometry.

Each line ends with the Mulliken charge.
Atoms and positions in Å:
C 3.04239 -0.68657 2.69342  -0.222
C 1.68427 -0.21971 2.30438  0.077
C 0.41746 -0.12404 3.36003  0.237
C -0.35129 -1.60382 3.43688  -0.072
N -1.35012 -1.68311 2.47191  -0.090
C -1.42410 -0.43230 1.59734  -0.406
C -0.89179 0.68282 2.72106  -0.579
H 4.01018 -0.06939 2.36778  0.222
H 3.22823 -1.69960 3.29416  -0.247
H 1.44529 0.10244 1.18559  -0.024
H 0.59515 0.36073 4.41866  0.437
H -0.04324 -2.42262 4.22695  0.326
H -2.02234 -2.46193 2.27716  0.297
H -0.63084 -0.60402 0.73139  0.121
H -2.43747 -0.22356 1.04820  0.409
H -0.72960 1.78125 2.34859  0.200
H -1.75122 0.59432 3.52673  0.353
Cl 1.17384 3.82416 1.24544  -0.171
C 0.91455 2.66502 -0.08235  1.152
C -0.06170 3.19184 -1.12184  0.092
Cl -1.72423 3.29678 -0.49139  -0.224
H 0.56976 1.72221 0.35323  -0.506
H 1.89086 2.48963 -0.54390  -0.502
H -0.09130 2.51465 -1.98071  -0.374
H 0.22847 4.18419 -1.48091  0.460
Cl 3.89553 3.03665 -3.78192  -0.128
C 5.25357 3.14877 -2.63430  -0.565
C 5.31914 1.94860 -1.70349  -0.506
Cl 3.96049 1.91489 -0.55223  -0.133
H 5.15067 4.08538 -2.07783  0.338
H 6.16824 3.20675 -3.23178  0.358
H 6.23666 1.98923 -1.10882  0.322
H 5.31595 1.00620 -2.26006  0.311
Cl 3.87962 -3.22597 4.83463  -0.241
C 2.89616 -4.53697 4.13609  0.181
C 1.87005 -5.07248 5.12171  -0.499
Cl 2.62865 -5.95687 6.46887  -0.167
H 3.57479 -5.32397 3.79319  -0.133
H 2.38918 -4.11978 3.26094  0.275
H 1.20239 -5.77713 4.61693  0.334
H 1.25942 -4.26856 5.54448  0.230
Cl -6.60447 5.16303 -3.50565  -0.187
C -5.24643 5.27516 -2.35803  -0.467
C -5.18086 4.07498 -1.42721  -0.060
Cl -6.53951 4.04127 -0.27595  -0.187
H -5.34933 6.21177 -1.80156  0.330
H -4.33176 5.33313 -2.95551  0.305
H -4.26334 4.11561 -0.83255  -0.079
H -5.18405 3.13259 -1.98379  0.365
Cl -0.00871 -0.22038 -3.62566  -0.119
C -0.32259 0.56529 -5.19348  -0.557
C 0.52833 1.80922 -5.39278  -0.337
Cl 0.05345 3.13180 -4.29837  -0.156
H -1.39113 0.79451 -5.24987  0.323
H -0.09141 -0.17179 -5.96822  0.317
H 0.40560 2.18379 -6.41344  0.342
H 1.59074 1.60076 -5.23237  0.212
Cl -11.17005 6.65257 1.32589  -0.193
C -10.39738 5.68098 0.04806  -0.238
C -10.20034 6.47240 -1.23490  -0.264
Cl -11.74504 6.84524 -2.03949  -0.185
H -11.01072 4.79007 -0.11801  0.343
H -9.42777 5.35847 0.43899  0.075
H -9.60704 5.88805 -1.94458  0.148
H -9.67739 7.41594 -1.05015  0.314
Cl 0.65987 -3.17250 -1.95091  -0.125
C 0.62694 -4.68972 -2.88410  -0.519
C 1.35793 -4.56347 -4.21107  -0.462
Cl 0.50263 -3.49565 -5.35155  -0.161
H -0.41918 -4.97780 -3.02593  0.316
H 1.10883 -5.45213 -2.26484  0.309
H 1.43058 -5.54446 -4.69011  0.330
H 2.37211 -4.17435 -4.07715  0.305
Cl 5.08797 -6.66896 2.03814  -0.205
C 6.44600 -6.55684 3.18576  -0.479
C 6.51157 -7.75702 4.11658  -0.446
Cl 5.15293 -7.79072 5.26784  -0.135
H 6.34310 -5.62023 3.74223  0.299
H 7.36068 -6.49887 2.58828  0.361
H 7.42909 -7.71638 4.71124  0.298
H 6.50838 -8.69941 3.56000  0.326

- molar mass (g mol⁻¹) = 887.83
- frontier orbital gap (eV) = 6.93
- net charge = +1
- F_max (eV/Å) = 3.5
- E_tot (a.u.) = -8280.87295